(1)
Computed, not measured: the ion C4H7N2 with charge +1 in a non-equilibrium geometry, with wB97M-V/def2-TZVPD.

Last column: Löwdin charge in e.
CARTESIAN COORDINATES (ANGSTROEM)
C 0.092 -0.775 0.135  -0.199
C -0.203 -2.115 -0.027  0.049
C -0.013 -0.221 1.371  0.180
C 0.302 0.405 -1.050  -0.194
N -0.393 -3.301 0.090  0.338
N -0.076 1.716 -0.560  -0.019
H -0.064 -0.801 2.305  0.116
H -0.064 0.801 1.453  0.046
H -0.473 0.131 -1.879  0.145
H 1.370 0.052 -1.362  0.142
H -0.403 -4.232 -0.333  0.158
H 0.574 2.266 0.051  0.116
H -0.516 2.260 -1.350  0.122

Calculated values
structure (SMILES)	C=C(C#[NH+])CN
net charge	+1
total energy	-265.7559	hartree
energy relative to the best compared isomer or geometry (same formula, charge and spin)	95.7	kcal/mol
HOMO level	-0.51061	Ha
orbital gap	8.518	eV

(2)
Computed, not measured: a structure of composition C26H74O12V in a non-equilibrium geometry, with wB97M-V/def2-TZVPD.

Last column: Löwdin spin population.
CARTESIAN COORDINATES (ANGSTROEM)
V -1.922 -2.468 -1.052  2.880
C 2.230 -2.806 -2.739  0.000
C 0.713 -2.849 -3.000  0.001
C 0.405 -3.437 -4.445  0.000
O -0.150 -3.453 -2.069  0.016
H 2.566 -2.340 -1.813  0.000
H 2.749 -2.294 -3.548  0.000
H 2.788 -3.742 -2.769  0.000
H 0.362 -1.825 -3.126  0.000
H 1.130 -3.136 -5.201  0.000
H -0.588 -3.164 -4.803  0.000
H 0.483 -4.523 -4.397  0.000
C 0.571 0.262 1.028  0.001
C -0.211 0.586 -0.293  0.001
C 0.770 0.846 -1.449  0.001
O -1.051 -0.528 -0.473  0.043
H 1.385 -0.444 0.861  0.000
H -0.023 -0.101 1.867  0.000
H 1.064 1.177 1.357  0.000
H -0.849 1.459 -0.157  0.000
H 1.327 -0.029 -1.786  0.000
H 1.469 1.599 -1.085  0.000
H 0.132 1.304 -2.205  0.000
C -4.443 2.711 0.613  0.000
C -3.253 2.262 1.592  0.000
O -3.235 0.858 1.624  0.000
H -5.433 2.765 1.066  0.000
H -4.499 2.031 -0.237  0.000
H -4.156 3.713 0.294  0.000
H -3.335 2.699 2.587  0.000
H -2.331 2.746 1.270  0.000
H -2.420 0.556 1.217  0.000
C 3.407 -3.580 0.762  0.000
C 1.923 -3.611 1.235  0.000
O 1.179 -4.553 0.548  0.000
H 3.946 -2.815 1.320  0.000
H 3.399 -3.270 -0.283  0.000
H 3.890 -4.556 0.710  0.000
H 1.492 -2.618 1.111  0.000
H 1.988 -3.741 2.315  0.000
H 0.990 -4.106 -0.280  0.000
C 1.263 0.335 -5.586  0.000
C 0.523 -0.361 -6.765  0.000
O -0.335 0.515 -7.442  0.000
H 1.580 -0.440 -4.888  0.000
H 0.602 1.014 -5.047  0.000
H 2.101 0.969 -5.875  0.000
H -0.046 -1.112 -6.218  0.000
H 1.332 -0.747 -7.386  0.000
H -1.013 0.057 -7.944  0.000
C -2.361 2.259 -4.160  0.000
C -3.356 2.403 -3.044  0.000
O -4.173 3.535 -3.222  0.000
H -1.447 1.723 -3.904  0.000
H -2.082 3.268 -4.465  0.000
H -2.777 1.835 -5.073  0.000
H -2.874 2.512 -2.072  0.000
H -3.976 1.508 -3.079  0.000
H -5.000 3.434 -2.745  0.000
C 3.972 1.705 2.130  0.000
C 4.045 2.077 3.682  0.000
O 4.687 0.973 4.345  0.000
H 3.219 0.935 1.964  0.000
H 4.963 1.557 1.700  0.000
H 3.485 2.528 1.607  0.000
H 3.057 2.264 4.102  0.000
H 4.569 3.033 3.677  0.000
H 4.022 0.647 4.956  0.000
C -6.139 -1.227 0.552  0.000
C -5.098 -1.221 -0.597  0.006
O -3.844 -1.470 0.023  0.025
H -5.811 -0.520 1.314  0.000
H -6.191 -2.220 0.999  0.000
H -7.172 -1.071 0.241  0.000
H -5.196 -0.273 -1.125  0.000
H -5.366 -2.038 -1.267  0.003
H -3.622 -0.723 0.583  0.000
C -1.518 2.624 5.558  0.000
C -0.432 1.583 5.265  0.000
O 0.615 1.933 6.111  0.000
H -1.937 2.477 6.554  0.000
H -2.300 2.503 4.809  0.000
H -1.188 3.662 5.598  0.000
H 0.001 1.555 4.265  0.000
H -0.900 0.612 5.428  0.000
H 1.329 1.314 5.936  0.000
C 4.571 3.528 -3.957  0.000
C 3.033 3.367 -3.869  0.000
O 2.461 4.553 -3.421  0.000
H 5.101 2.589 -4.117  0.000
H 5.130 3.985 -3.140  0.000
H 4.809 4.143 -4.826  0.000
H 2.720 2.605 -3.155  0.000
H 2.757 2.983 -4.851  0.000
H 3.004 5.328 -3.582  0.000
C 1.915 -1.419 4.348  0.000
C 2.669 -1.260 5.703  0.000
O 2.650 0.125 6.125  0.000
H 1.874 -2.471 4.066  0.000
H 2.363 -0.818 3.556  0.000
H 0.948 -0.932 4.476  0.000
H 3.693 -1.616 5.812  0.000
H 1.975 -1.753 6.384  0.000
H 3.280 0.156 6.849  0.000
C -2.724 -3.103 2.979  0.000
C -1.546 -2.481 2.238  0.001
O -1.412 -3.225 1.063  0.019
H -3.686 -2.668 2.708  0.000
H -2.788 -2.827 4.032  0.000
H -2.878 -4.167 2.798  0.000
H -0.643 -2.556 2.844  0.000
H -1.768 -1.437 2.018  0.000
H -1.180 -4.137 1.256  0.001

Calculated values
spin multiplicity	4
net charge	0
total energy	-2881.6661	hartree
HOMO level (alpha / beta)	-0.29521 / -0.30257	Ha
orbital gap (alpha / beta)	7.598 / 7.586	eV